[1]
{"formula": "C6H8N3S", "method": "the ωB97M-V functional and the def2-TZVPD basis", "charge": 1, "orbital_gap_ev": 7.24, "e_homo_ha": -0.5062, "lumo_energy_ev": -6.54, "e_above_lowest_ev": 4.603, "e_tot_ha": -795.459022, "symbols": ["C", "C", "C", "C", "C", "C", "N", "N", "N", "S", "H", "H", "H", "H", "H", "H", "H", "H"], "xyz": [[0.017, -0.184, 0.847], [-0.236, -0.657, -0.543], [0.154, 1.395, -1.552], [1.184, 2.014, -0.951], [-1.214, 0.063, 1.693], [-0.473, -2.172, -0.712], [1.174, -0.008, 1.366], [2.352, 0.257, 1.002], [-0.375, 0.159, -1.545], [2.711, 1.361, -0.120], [-0.390, 2.191, -2.035], [1.244, 3.032, -0.841], [-1.619, -0.883, 1.921], [-0.961, 0.664, 2.533], [-1.898, 0.513, 0.989], [-1.282, -2.398, -1.580], [0.450, -2.727, -0.776], [-0.838, -2.619, 0.303]], "forces_ev_per_a": [[0.4, 0.8, 1.0], [-0.2, -0.8, -2.3], [-0.4, 2.3, 1.3], [1.8, -3.2, 1.6], [1.3, 0.2, -1.9], [-3.0, 0.0, 0.8], [0.3, 0.5, -0.5], [-0.9, -0.6, 0.0], [1.0, -2.6, 0.7], [-1.3, 0.0, -0.8], [-0.8, -0.3, -0.6], [0.0, 2.4, -0.5], [-0.6, -1.1, 0.7], [-0.1, 0.4, 0.7], [-0.6, 0.5, 0.1], [2.3, 0.5, 2.1], [0.6, 0.1, -0.8], [0.0, 0.9, -1.7]]}

---

[2]
{"formula": "C6H8N4", "method": "the ωB97M-V functional and the def2-TZVPD basis", "orbital_gap_ev": 9.58, "smiles": "c1c[nH]cn1.c1c[nH]cn1", "e_homo_ha": -0.3283, "lumo_energy_ev": 0.65, "e_above_lowest_ev": 0.930, "e_tot_ha": -452.427509, "symbols": ["N", "C", "C", "C", "N", "H", "H", "H", "H", "N", "C", "C", "C", "N", "H", "H", "H", "H"], "xyz": [[2.087, -0.127, -2.275], [1.068, -0.639, -1.588], [3.100, -1.056, -1.991], [2.612, -2.113, -1.237], [1.343, -1.665, -0.904], [0.153, -0.047, -1.577], [4.116, -0.957, -2.373], [3.131, -3.021, -0.928], [0.651, -2.166, -0.341], [-2.527, -0.042, 1.742], [-1.322, 0.462, 1.939], [-3.231, 1.089, 1.281], [-2.388, 2.157, 1.085], [-1.188, 1.750, 1.582], [-0.505, -0.207, 2.210], [-4.307, 1.143, 1.116], [-2.472, 3.150, 0.642], [-0.320, 2.290, 1.616]], "forces_ev_per_a": [[0.9, -1.7, 0.9], [-0.8, 6.0, -2.7], [-0.5, -0.4, -0.5], [1.2, 1.6, -0.2], [-0.2, -5.4, 2.4], [-0.1, -0.7, 0.3], [-0.5, 0.0, 0.0], [-0.6, 0.4, 0.2], [0.6, 0.2, -0.4], [-0.3, 2.4, 0.1], [0.2, -2.1, -0.1], [-0.1, 0.0, -0.5], [-0.6, 0.2, 0.3], [1.4, 0.2, -0.2], [0.0, 0.7, 0.2], [0.4, -0.5, -0.1], [-0.4, -0.4, 0.4], [-0.7, -0.5, -0.1]]}